[1]
A cluster of 7 separate species, C39H72Cl2O23 in total. Source: the Open Molecules 2025 dataset; level of theory: wB97M-V/def2-TZVPD.

Positions of all 136 atoms, in Å:
C: 0.065434 4.610959 -2.536609
C: 0.454043 3.484964 -3.514476
C: 1.638345 2.614645 -3.052182
C: 1.273436 1.284244 -2.349717
C: -0.121992 1.270474 -1.723655
C: -0.231508 0.268022 -0.572448
O: 0.519132 0.786744 0.488641
O: -1.571174 0.200674 -0.036480
C: -2.633950 -0.286232 -0.774054
O: -2.903512 -1.447674 -0.768380
C: -3.448561 0.783801 -1.447049
C: -4.780737 0.282140 -1.991212
C: -5.361377 1.252670 -2.997755
O: -5.580966 2.536518 -2.389121
C: -4.706735 3.523780 -2.696733
C: -4.570829 4.509205 -1.572105
O: -4.132491 3.592153 -3.747231
C: 0.292435 -1.142512 -0.863422
Cl: 1.210458 -1.869780 0.415610
C: 0.102528 -1.892421 -1.945201
C: 0.631935 -3.279220 -2.145323
Cl: -0.829245 -1.313464 -3.299391
H: -0.987897 4.567041 -2.252527
H: 0.657978 4.566312 -1.620105
H: 0.237752 5.592639 -2.977840
H: -0.416047 2.868036 -3.743755
H: 0.745350 3.945692 -4.459705
H: 2.239955 2.373114 -3.929823
H: 2.274179 3.201747 -2.385925
H: 1.397521 0.453369 -3.045729
H: 1.989511 1.117869 -1.540798
H: -0.874409 1.092552 -2.483025
H: -0.306168 2.245045 -1.264881
H: -0.097531 1.257274 1.061106
H: -2.862936 1.231819 -2.254283
H: -3.623876 1.569678 -0.707372
H: -5.486203 0.122257 -1.174407
H: -4.637786 -0.668406 -2.509680
H: -4.711478 1.362263 -3.866568
H: -6.327234 0.896763 -3.355187
H: -5.539771 4.630802 -1.086996
H: -4.180799 5.453066 -1.940304
H: -3.900852 4.078357 -0.825613
H: 0.073849 -3.772886 -2.936563
H: 0.532542 -3.861928 -1.231513
H: 1.682737 -3.239817 -2.442491
C: -10.998022 7.146352 2.158113
C: -9.517988 7.028956 2.443852
O: -8.834980 6.309695 1.399609
C: -8.521027 7.026097 0.323225
O: -8.731934 8.199880 0.158332
O: -7.910843 6.218514 -0.547348
C: -7.522423 6.848032 -1.770348
H: -11.432938 6.160404 1.992432
H: -11.503533 7.613120 3.003687
H: -11.173538 7.755441 1.272229
H: -9.334835 6.443847 3.342870
H: -9.058391 8.008558 2.569409
H: -6.927568 7.739131 -1.577882
H: -8.392751 7.115803 -2.366842
H: -6.926029 6.114103 -2.303698
C: 7.128426 -2.163845 -5.467963
C: 7.064497 -3.141597 -4.318288
O: 6.835492 -2.469644 -3.065300
C: 5.566708 -2.159372 -2.805124
O: 4.616173 -2.410642 -3.503155
O: 5.522545 -1.525971 -1.634241
C: 4.206400 -1.112317 -1.247376
H: 7.872882 -1.393404 -5.267936
H: 7.407257 -2.683000 -6.384551
H: 6.166214 -1.676598 -5.623523
H: 8.018110 -3.650311 -4.186368
H: 6.294472 -3.895922 -4.474155
H: 3.516932 -1.951590 -1.276405
H: 3.852499 -0.322636 -1.908808
H: 4.288494 -0.739805 -0.231126
C: -2.013478 -2.639915 2.337843
C: -3.045631 -3.239785 3.263583
O: -2.737939 -4.609773 3.585787
C: -1.843488 -4.780079 4.556070
O: -1.303824 -3.910229 5.191501
O: -1.645538 -6.090084 4.714375
C: -0.686395 -6.425969 5.721136
H: -1.903783 -3.246536 1.438916
H: -2.314526 -1.638010 2.033995
H: -1.043160 -2.573573 2.829730
H: -4.022159 -3.284063 2.784604
H: -3.139976 -2.666010 4.184982
H: -0.937884 -5.950221 6.667033
H: 0.311863 -6.119801 5.412666
H: -0.723810 -7.506586 5.823573
C: -5.702174 7.814764 2.134373
C: -4.622237 8.868760 2.224221
O: -4.755477 9.658044 3.419308
C: -4.250007 9.108156 4.522348
O: -3.690847 8.043701 4.595675
O: -4.465991 9.942156 5.539431
C: -3.984299 9.472466 6.802672
H: -6.686911 8.276772 2.210069
H: -5.637122 7.287549 1.181013
H: -5.601222 7.085054 2.937304
H: -4.705369 9.585217 1.409218
H: -3.627798 8.424981 2.192865
H: -2.933044 9.200876 6.737103
H: -4.563277 8.611623 7.133070
H: -4.117514 10.299485 7.493128
C: 2.811207 -12.737663 5.362849
C: 3.290451 -11.341489 5.690641
O: 2.194685 -10.476832 6.043462
C: 1.771402 -10.578104 7.301703
O: 2.226281 -11.297697 8.152959
O: 0.750008 -9.734734 7.464152
C: 0.172422 -9.749116 8.773988
H: 2.051569 -12.705514 4.581375
H: 3.646340 -13.344670 5.012629
H: 2.382469 -13.215591 6.242769
H: 3.743880 -10.867347 4.822491
H: 4.018713 -11.349215 6.500504
H: 0.935872 -9.595769 9.533336
H: -0.338210 -10.693833 8.952735
H: -0.541987 -8.931428 8.788898
C: 13.389249 -2.554051 -8.078452
C: 13.309139 -3.492732 -6.895644
O: 13.106353 -2.774645 -5.664821
C: 11.848662 -2.420500 -5.411617
O: 10.888101 -2.662064 -6.099294
O: 11.825605 -1.753821 -4.257775
C: 10.525926 -1.289570 -3.880669
H: 14.161312 -1.801655 -7.915398
H: 13.633022 -3.113777 -8.981716
H: 12.438318 -2.045879 -8.233465
H: 14.247916 -4.023582 -6.750671
H: 12.513210 -4.225619 -7.021152
H: 9.810441 -2.107919 -3.891370
H: 10.195107 -0.502635 -4.557049
H: 10.622192 -0.895146 -2.874030

Cartesian forces (eV/Å) of the 3 atoms listed first:
-0.069 -0.085 0.059
0.237 0.213 -0.093
-0.232 -0.219 -0.078

Values from the calculation:
Structure (SMILES) = CCCCC[C@@](O)(OC(=O)CCCOC(C)=O)/C(Cl)=C(/C)Cl.CCOC(=O)OC.CCOC(=O)OC.CCOC(=O)OC.CCOC(=O)OC.CCOC(=O)OC.CCOC(=O)OC
Total charge = 0
HOMO level = -9.3 eV
Energy = -113749.61244 eV
HOMO-LUMO gap = 9.7 eV
Molecular weight = 979.9 g/mol
Largest force on an atom = 0.01085 Eh/bohr
LUMO level = 0.38 eV

=====

[2]
A cluster of 4 separate species, C39H72ClN5O7PS5 in total. Source: the Open Molecules 2025 dataset; level of theory: wB97M-V/def2-TZVPD.

Positions of all 130 atoms, in Å:
C: -1.972831 -3.297913 4.492033
C: -3.441642 -2.923418 4.300438
C: -3.620928 -1.917246 3.150153
C: -4.788143 -2.322544 2.258758
N: -5.015986 -1.499710 1.056839
C: -4.083049 -1.820269 -0.031065
C: -4.519296 -1.171012 -1.343440
C: -3.842486 -1.768460 -2.582938
C: -2.302502 -1.688993 -2.581108
C: -1.656653 -0.706480 -3.565044
C: -1.959890 0.783253 -3.366927
C: -3.339460 1.302632 -3.762052
C: -3.260070 2.632301 -4.508752
C: -2.594357 3.749208 -3.708993
N: -1.604770 1.170831 -1.986846
C: -0.282339 0.892118 -1.722160
N: 0.398840 1.807041 -1.030817
Cl: -0.407917 3.157600 -0.403488
C: 1.826204 1.803342 -0.820695
C: 2.631070 1.743151 -1.943985
C: 4.001449 1.812936 -1.751450
N: 4.569504 1.944971 -0.555184
C: 3.767547 1.995521 0.504853
C: 2.378062 1.932041 0.435648
N: 0.403600 -0.176841 -2.189977
P: 0.759102 -1.534500 -0.971298
C: 0.573736 -0.796187 0.693082
C: 2.567930 -1.754726 -1.176781
C: 2.917289 -3.255850 -1.222827
C: -0.129031 -0.769384 -3.458020
O: 0.423282 -2.055217 -3.544145
C: -5.127169 -0.128451 1.331105
S: -6.550978 0.544607 1.698881
S: -3.620765 0.867740 1.265177
C: -3.844584 1.986322 2.675276
C: -2.896686 1.810347 3.879621
C: -1.584616 1.080892 3.638652
H: -1.346765 -2.405377 4.459040
H: -1.679097 -3.963217 3.683611
H: -1.838319 -3.809439 5.444039
H: -3.824826 -2.485986 5.222459
H: -4.000626 -3.828642 4.081373
H: -3.794454 -0.924838 3.569438
H: -2.697886 -1.896900 2.564685
H: -5.705519 -2.311760 2.848185
H: -4.635560 -3.349773 1.931035
H: -3.071514 -1.477892 0.228372
H: -4.029734 -2.901499 -0.145267
H: -5.595460 -1.311890 -1.456883
H: -4.375979 -0.089715 -1.301005
H: -4.128119 -2.820821 -2.615215
H: -4.276200 -1.321354 -3.475823
H: -1.984523 -1.424181 -1.575294
H: -1.897677 -2.677701 -2.778987
H: -1.918994 -1.008295 -4.583023
H: -1.238273 1.310880 -3.999324
H: -3.756686 0.576706 -4.459808
H: -3.998407 1.393001 -2.900135
H: -2.677548 2.467718 -5.419619
H: -4.251839 2.925878 -4.850096
H: -2.923619 3.736482 -2.670328
H: -1.513217 3.590867 -3.682403
H: -2.751827 4.724612 -4.159927
H: -2.215604 0.775522 -1.273711
H: 2.156952 1.666468 -2.906850
H: 4.660653 1.760952 -2.607356
H: 4.235570 2.105659 1.473993
H: 1.779108 2.001485 1.331292
H: -0.173056 -0.009527 0.759509
H: 1.521155 -0.417125 1.066755
H: 0.272858 -1.621409 1.337972
H: 2.815661 -1.289183 -2.128735
H: 3.116658 -1.227200 -0.397367
H: 2.025180 -3.851996 -1.405314
H: 3.385502 -3.579936 -0.298430
H: 3.606476 -3.446347 -2.040824
H: 0.298060 -0.177959 -4.274561
H: 0.183286 -2.431075 -4.396783
H: -4.870115 1.823669 2.988193
H: -3.793670 3.007727 2.309169
H: -2.625874 2.820113 4.192672
H: -3.430104 1.375707 4.723028
H: -1.737028 0.045990 3.342712
H: -0.994397 1.081680 4.554481
H: -1.011801 1.600336 2.870542
C: 3.985291 5.898352 -4.891944
C: 3.063695 6.148160 -3.689767
C: 1.671800 5.621319 -4.064280
S: 1.944289 4.297130 -5.252075
O: 1.381774 4.672673 -6.520436
O: 1.591468 3.026725 -4.653422
C: 3.724911 4.459705 -5.326716
H: 5.032214 6.050603 -4.637235
H: 3.733823 6.582042 -5.704806
H: 3.443669 5.608104 -2.820089
H: 3.020969 7.202761 -3.425543
H: 1.130069 5.215204 -3.213164
H: 1.065939 6.376126 -4.561372
H: 4.055342 4.230408 -6.336920
H: 4.150174 3.746304 -4.620666
C: 9.073584 3.256307 1.518713
C: 9.156330 3.877352 2.920754
C: 7.924510 4.774951 3.097738
S: 6.642645 4.067366 2.053400
O: 6.321650 5.001408 1.003675
O: 5.592886 3.502629 2.870654
C: 7.641804 2.751345 1.367272
H: 9.793275 2.450052 1.389324
H: 9.280288 4.016199 0.762537
H: 9.146939 3.085236 3.671313
H: 10.073605 4.446751 3.057631
H: 7.559781 4.797966 4.121126
H: 8.101263 5.789004 2.745609
H: 7.330876 2.577294 0.339728
H: 7.465629 1.859967 1.968902
C: -2.650074 -9.317820 3.665562
C: -3.019424 -8.875576 5.088468
C: -2.767443 -7.364763 5.179301
S: -2.983985 -6.724831 3.512301
O: -1.717774 -6.230374 3.029106
O: -4.165767 -5.895415 3.460386
C: -3.300708 -8.303010 2.730469
H: -2.994345 -10.328056 3.452946
H: -1.565977 -9.298032 3.538198
H: -4.074418 -9.084869 5.272170
H: -2.443828 -9.410701 5.841149
H: -3.470836 -6.858749 5.835354
H: -1.747372 -7.135494 5.481080
H: -2.881244 -8.288412 1.727604
H: -4.381571 -8.433416 2.683954

Cartesian forces (eV/Å) of the 3 atoms listed first:
-0.423 0.077 -0.122
0.219 0.343 -0.043
-0.075 -0.358 0.124

Values from the calculation:
Total charge = +1
HOMO level = -10.2 eV
Energy = -139373.34592 eV
HOMO-LUMO gap = 7.2 eV
Molecular weight = 949.8 g/mol
Largest force on an atom = 0.01887 Eh/bohr
LUMO level = -2.99 eV